Computed, not measured: a 2-piece molecular cluster, C5H14S overall, with ωB97M-V with the def2-TZVPD basis set.

Output
HOMO energy: -9.0 eV
Energy above the lowest of the compared OMol25 structures with the same formula, charge and spin: 5.5 kcal per mole
M: 106.234 g mol⁻¹
Largest force on an atom: 0.0221 hartree/bohr
Total charge: 0
SMILES string: CCC.CCS

XYZ file:
```
20
C5H14S (ωB97M-V with the def2-TZVPD basis set)
C -0.1379 -0.0054 -1.2333
C 0.0217 -1.4567 -1.6377
S 1.7428 -1.8970 -1.9805
H 0.4466 0.2709 -0.3594
H 0.1612 0.6806 -2.0359
H -1.1923 0.2487 -1.0659
H -0.5749 -1.6918 -2.5177
H -0.3981 -2.0684 -0.8450
H 2.2993 -0.8072 -1.4446
C 0.1984 1.5384 2.1968
C -1.2155 1.0030 2.3578
C -2.2621 2.0946 2.0247
H 0.3635 1.9465 1.2023
H 0.3533 2.4122 2.8382
H 0.9473 0.8068 2.4744
H -1.3722 0.1545 1.6896
H -1.3661 0.6845 3.3837
H -3.1601 1.6818 1.5648
H -1.8522 2.7933 1.3006
H -2.5703 2.6136 2.9270
```